Density functional theory data (the ωB97M-V functional and the def2-TZVPD basis) for a 2-piece molecular cluster, C4H12 overall in a non-equilibrium geometry.

Summary:
* structure (SMILES): CC.CC
* M: 60.1 g/mol
* orbital gap: 12.77 eV
* ΔE to the lowest compared entry with this formula, charge and spin: 6.4 kcal/mol
* HOMO energy: -0.427 Ha

The geometry in XYZ format:
```
16
C4H12 (the ωB97M-V functional and the def2-TZVPD basis)
C -0.503 -2.076 1.042
C -0.726 -0.720 1.701
H 0.429 -2.575 1.306
H -1.331 -2.742 1.293
H -0.468 -2.094 -0.053
H -1.333 -0.889 2.588
H -1.182 -0.005 1.020
H 0.189 -0.250 2.066
C 0.136 1.576 -1.956
C 1.069 1.232 -0.779
H -0.427 0.710 -2.284
H -0.555 2.387 -1.715
H 0.760 2.035 -2.725
H 1.251 2.087 -0.133
H 1.999 0.814 -1.150
H 0.657 0.441 -0.149
```

Atomic partial charges in e from the Mulliken method, atoms 1 to 5: number 1, C, carries -0.786; number 2, C, carries -0.888; number 3, H, carries 0.253; number 4, H, carries 0.311; number 5, H, carries 0.265